(1)
{
  "formula": "ClN2O10Rb",
  "method": "the ωB97M-V functional and the def2-TZVPD basis",
  "orbital_gap_ev": 3.68,
  "lumo_energy_ev": 3.466,
  "total_charge": -2,
  "species": ["Rb", "Cl", "O", "O", "O", "O", "N", "O", "O", "O", "N", "O", "O", "O"],
  "xyz": [[-2.884211, -0.855616, -0.664244], [2.389879, -0.094086, -1.474744], [3.427239, -0.002046, -0.518134], [2.532619, 1.122064, -2.160134], [2.851929, -1.196246, -2.257044], [1.165129, -0.147616, -0.864934], [-1.777111, 1.611874, 1.036396], [-1.402551, 2.282674, 1.984746], [-1.470311, 2.017074, -0.022164], [-2.467061, 0.483344, 0.893926], [-0.574261, -1.386536, 1.024936], [0.196429, -0.871256, 0.097746], [-1.744111, -0.973116, 0.917306], [-0.243601, -1.990516, 2.006346]],
  "atomic_forces_ev_per_a": [[-5.94, -2.17, -10.95], [5.62, 1.64, 0.25], [1.86, -0.26, 3.73], [-0.41, 3.07, -3.78], [-1.68, -2.10, -2.23], [4.44, 4.82, -7.98], [-2.69, -1.62, -0.68], [-0.62, -1.11, 3.58], [1.97, 2.30, -6.20], [-3.22, 14.30, 7.01], [-1.22, 1.59, -0.95], [-7.27, -7.65, 8.69], [7.58, -10.94, 7.26], [1.59, -1.86, 2.27]],
  "mulliken_charge": [0.705, 1.724, -0.784, -0.751, -0.749, -0.391, 1.145, -0.717, -0.640, -0.637, 0.789, -0.385, -0.601, -0.707]
}



(2)
{
  "formula": "ClN2O10Tl2",
  "method": "the ωB97M-V functional and the def2-TZVPD basis",
  "orbital_gap_ev": 2.99,
  "lumo_energy_ev": -18.022,
  "total_charge": 3,
  "species": ["Tl", "Tl", "N", "O", "O", "O", "N", "O", "O", "O", "Cl", "O", "O", "O", "O"],
  "xyz": [[-2.705020, -0.094541, -3.073179], [3.949735, 3.178755, -1.230408], [-2.745947, -1.677555, 0.590425], [-2.790263, -2.623285, 1.356675], [-3.631203, -0.882508, 0.565190], [-1.799452, -1.788988, -0.239240], [1.002040, 0.306013, -1.880525], [1.719784, 1.258802, -1.624579], [1.096723, -0.796311, -1.321093], [0.160966, 0.398410, -2.776792], [1.122604, 0.571899, 1.932621], [1.458340, -0.687441, 1.259895], [-0.170020, 1.088862, 1.684208], [1.220836, 0.252075, 3.311974], [2.110871, 1.495806, 1.444832]],
  "atomic_forces_ev_per_a": [[-0.29, 0.05, -0.53], [0.43, 0.33, -0.01], [-0.31, -0.92, -1.30], [0.63, -0.24, 0.37], [0.60, 0.49, -0.06], [-0.99, 0.48, 1.36], [0.07, 0.72, -1.18], [-0.26, -0.83, 0.57], [0.02, 0.36, 0.82], [0.11, -0.25, 0.44], [0.19, 1.98, -0.03], [-0.46, -0.48, -0.28], [-0.29, -0.69, -0.62], [0.61, -0.53, 0.23], [-0.06, -0.47, 0.21]],
  "mulliken_charge": [0.980, 0.962, 1.162, -0.088, -0.230, -0.193, 1.087, -0.322, -0.293, -0.424, 1.663, -0.256, -0.413, -0.288, -0.346]
}



(3)
{
  "formula": "ClN2O3P",
  "method": "the ωB97M-V functional and the def2-TZVPD basis",
  "orbital_gap_ev": [6.52, 7.30],
  "multiplicity": 3,
  "lumo_energy_ev": [-1.163, -3.057],
  "species": ["N", "N", "O", "O", "O", "P", "Cl"],
  "xyz": [[-1.616272, -0.535759, 0.398107], [-1.033755, -1.441821, 0.008508], [-2.583533, 0.161310, 0.395914], [1.590049, 0.266818, -1.059177], [-0.083289, -2.147755, 0.016919], [1.246862, 1.613972, -0.661523], [2.479938, 2.083233, 0.901251]],
  "atomic_forces_ev_per_a": [[3.40, 6.47, 7.21], [-3.51, -6.26, -7.15], [-2.92, -0.05, -1.80], [-0.01, -1.01, -0.54], [3.07, -0.20, 1.72], [-0.11, 0.77, 0.31], [0.09, 0.28, 0.25]],
  "mulliken_charge": [0.319, 0.392, -0.365, -0.331, -0.342, 0.513, -0.186]
}



(4)
{
  "formula": "ClNO7",
  "method": "the ωB97M-V functional and the def2-TZVPD basis",
  "orbital_gap_ev": 7.45,
  "lumo_energy_ev": 6.474,
  "total_charge": -2,
  "species": ["Cl", "O", "O", "O", "O", "N", "O", "O", "O"],
  "xyz": [[1.438292, 11.402192, 22.414214], [2.863572, 11.627124, 22.581991], [1.079602, 12.647875, 22.990039], [1.154079, 11.569487, 20.964381], [0.937394, 10.083974, 22.883883], [-3.283706, 12.206044, 21.543226], [-2.953030, 12.030951, 20.405169], [-3.117467, 13.298386, 22.046229], [-4.132049, 11.399142, 21.964574]],
  "atomic_forces_ev_per_a": [[1.95, 1.86, -3.86], [2.35, -3.40, -0.02], [-4.33, 0.68, 2.50], [-0.22, -1.57, 1.35], [0.63, 2.37, 0.09], [-3.79, 0.49, -1.38], [2.84, -0.82, -3.71], [1.08, 1.76, 2.45], [-0.51, -1.36, 2.58]],
  "mulliken_charge": [1.520, -0.688, -0.596, -0.634, -0.601, 0.980, -0.628, -0.655, -0.699]
}



(5)
{
  "formula": "ClNa3O4",
  "method": "the ωB97M-V functional and the def2-TZVPD basis",
  "orbital_gap_ev": 3.78,
  "lumo_energy_ev": -7.787,
  "total_charge": 2,
  "species": ["Na", "Na", "Na", "Cl", "O", "O", "O", "O"],
  "xyz": [[-3.081380, 3.263444, -0.183251], [1.341999, 2.421550, 4.927837], [-0.630498, 1.587340, -5.847976], [0.581664, -1.420404, 0.250839], [0.467494, -1.227195, -1.213488], [0.154777, -2.887639, 0.184174], [1.700917, -1.040443, 1.117279], [-0.534973, -0.696653, 0.764587]],
  "atomic_forces_ev_per_a": [[-0.06, -0.25, 0.12], [0.15, -0.27, 0.04], [0.16, -0.25, -0.13], [-4.03, -4.87, -2.29], [2.87, 2.54, 0.14], [2.27, 1.98, 2.61], [0.15, -0.74, -1.98], [-1.51, 1.86, 1.48]],
  "mulliken_charge": [0.996, 0.999, 1.000, 1.442, -0.610, -0.584, -0.571, -0.673]
}



(6)
{
  "formula": "ClNaO4",
  "method": "the ωB97M-V functional and the def2-TZVPD basis",
  "orbital_gap_ev": 6.21,
  "lumo_energy_ev": -2.424,
  "species": ["Na", "Cl", "O", "O", "O", "O"],
  "xyz": [[-0.195918, 1.117693, -3.394808], [-0.017858, -0.232187, 0.708472], [-0.477378, 0.847043, 1.570822], [1.452522, -0.330287, 0.923112], [-0.468808, -1.593267, 0.892052], [-0.292558, 0.191003, -0.699648]],
  "atomic_forces_ev_per_a": [[0.02, -0.36, 1.08], [4.27, 0.23, 0.05], [-0.92, -1.59, -0.51], [-1.64, 0.64, -0.83], [-1.55, 1.25, 0.20], [-0.18, -0.16, 0.00]],
  "mulliken_charge": [0.957, 1.492, -0.582, -0.635, -0.574, -0.659]
}